Model 1:
{
  "formula": "H11NO4",
  "method": "ωB97M-V/def2-TZVPD",
  "elements": ["N", "H", "H", "H", "H", "H", "O", "H", "H", "O", "H", "H", "O", "H", "H", "O"],
  "coordinates": [[3.09, 0.93, -2.30], [2.68, 1.65, -1.70], [2.52, 0.10, -2.10], [3.97, 0.64, -1.89], [1.25, -1.36, -0.25], [0.04, -1.99, -0.97], [0.49, -1.94, -0.13], [-5.28, 2.33, 4.22], [-4.48, 2.51, 5.52], [-4.91, 1.84, 4.97], [-0.87, 3.14, -3.63], [-1.73, 2.35, -2.58], [-0.89, 2.82, -2.73], [0.61, -4.13, 1.19], [2.13, -4.18, 1.09], [1.37, -4.72, 1.29]],
  "lumo_ev": 0.314,
  "multiplicity": 1
}


Model 2:
{
  "formula": "H11NO4",
  "method": "ωB97M-V/def2-TZVPD",
  "elements": ["N", "H", "H", "H", "H", "H", "O", "H", "H", "O", "H", "H", "O", "H", "H", "O"],
  "coordinates": [[-2.83, 0.70, 0.46], [-3.43, 1.35, -0.03], [-1.98, 1.21, 0.68], [-2.58, -0.01, -0.22], [-0.41, -0.96, -0.96], [-1.02, -2.37, -0.67], [-1.22, -1.51, -1.06], [1.07, 0.58, -1.71], [0.61, -0.85, 0.43], [0.89, 0.05, -0.92], [2.23, -0.40, -0.03], [3.00, -1.54, 0.67], [3.05, -0.60, 0.48], [0.30, 0.89, 0.39], [0.53, 1.23, 1.85], [-0.03, 1.48, 1.11]],
  "lumo_ev": -4.365,
  "multiplicity": 1
}


Model 3:
{
  "formula": "H11NO4",
  "method": "ωB97M-V/def2-TZVPD",
  "elements": ["N", "H", "H", "H", "H", "H", "O", "H", "H", "O", "H", "H", "O", "H", "H", "O"],
  "coordinates": [[2.37, -2.04, -0.67], [3.32, -2.33, -0.58], [2.13, -1.76, 0.28], [1.91, -2.95, -0.78], [-2.72, 2.47, 0.02], [-1.45, 1.82, -0.34], [-2.37, 1.60, -0.12], [0.90, 3.56, 0.73], [0.99, 2.62, -0.58], [0.54, 3.29, -0.11], [0.11, -0.35, -2.74], [1.10, -0.71, -1.64], [0.84, 0.03, -2.24], [-3.03, -1.57, 2.33], [-2.36, -2.21, 3.50], [-2.27, -1.46, 2.92]],
  "lumo_ev": 0.643,
  "multiplicity": 1
}


Most stable to least stable, the ends of the list are model 3 and model 2.


Model 1:
{
  "formula": "C2H9NO3",
  "method": "ωB97M-V/def2-TZVPD",
  "elements": ["O", "C", "C", "N", "H", "H", "H", "H", "H", "H", "H", "O", "H", "H", "O"],
  "coordinates": [[0.73, 0.75, -2.49], [-0.13, 0.90, -1.67], [-0.08, 0.36, -0.23], [-0.50, 1.47, 0.61], [-0.83, 1.75, -1.82], [-0.78, -0.48, -0.19], [0.90, -0.02, 0.04], [-1.34, 1.91, 0.25], [0.11, 1.85, 1.30], [1.62, -2.21, -1.44], [2.69, -2.98, -2.17], [1.96, -3.09, -1.54], [-0.91, -0.67, 3.17], [-1.82, 0.55, 2.72], [-1.62, -0.08, 3.45]],
  "lumo_ev": 0.613,
  "multiplicity": 1
}


Model 2:
{
  "formula": "C2H9NO3",
  "method": "ωB97M-V/def2-TZVPD",
  "elements": ["C", "C", "N", "O", "H", "H", "H", "H", "H", "H", "H", "O", "H", "H", "O"],
  "coordinates": [[2.12, 2.61, -2.33], [1.13, 1.55, -1.97], [1.64, 0.78, -0.94], [0.12, 1.18, -2.54], [1.69, 3.57, -2.31], [2.32, 2.46, -3.41], [3.06, 2.62, -1.75], [1.29, -0.04, -0.55], [2.57, 0.90, -0.55], [-2.69, -1.94, 3.38], [-3.05, -2.81, 4.38], [-3.17, -1.96, 4.19], [-3.08, -2.83, 1.40], [-1.77, -3.46, 1.44], [-2.19, -2.61, 1.59]],
  "lumo_ev": 0.567,
  "multiplicity": 1
}


Most stable to least stable, the ends of the list are model 2 and model 1.


Model 1:
{
  "formula": "C2H9NS2",
  "method": "ωB97M-V/def2-TZVPD",
  "elements": ["C", "N", "H", "H", "H", "H", "H", "C", "S", "S", "H", "H", "H", "H"],
  "coordinates": [[2.59, 0.69, 1.19], [1.68, -0.31, 0.54], [3.13, 0.18, 1.99], [3.21, 1.18, 0.45], [1.96, 1.44, 1.65], [1.24, -0.75, 1.36], [2.23, -1.05, 0.13], [-2.69, 0.53, -0.41], [-1.28, 0.16, -1.52], [-2.15, -1.44, -2.51], [-3.10, -0.44, -0.13], [-2.22, 0.97, 0.47], [-3.48, 1.15, -0.83], [-1.12, -2.31, -2.39]],
  "lumo_ev": 0.721,
  "multiplicity": 1
}


Model 2:
{
  "formula": "C2H9NS2",
  "method": "ωB97M-V/def2-TZVPD",
  "elements": ["S", "S", "H", "H", "C", "N", "C", "H", "H", "H", "H", "H", "H", "H"],
  "coordinates": [[2.59, -0.89, 0.91], [1.54, 0.65, -0.07], [1.50, -1.67, 0.99], [1.86, 1.60, 0.82], [-2.68, 0.25, -1.91], [-3.03, 0.52, -0.53], [-2.28, -0.32, 0.42], [-3.19, 0.95, -2.57], [-3.02, -0.75, -2.19], [-1.61, 0.30, -2.13], [-2.84, 1.50, -0.35], [-1.25, 0.03, 0.55], [-2.80, -0.27, 1.38], [-2.29, -1.34, 0.05]],
  "lumo_ev": 0.131,
  "multiplicity": 1
}


Most stable to least stable, the ends of the list are model 1 and model 2.


Model 1:
{
  "formula": "C2H9NS2",
  "method": "ωB97M-V/def2-TZVPD",
  "elements": ["S", "S", "H", "H", "C", "N", "C", "H", "H", "H", "H", "H", "H", "H"],
  "coordinates": [[1.98, 1.58, -1.36], [1.95, -0.10, -2.62], [2.09, 0.84, -0.25], [1.18, 0.51, -3.52], [-0.60, 0.39, 1.77], [-1.25, 0.14, 0.49], [-0.84, -1.13, -0.09], [0.44, 0.75, 1.72], [-1.18, 1.09, 2.36], [-0.61, -0.53, 2.36], [-0.91, 0.84, -0.16], [0.26, -1.23, -0.16], [-1.32, -1.19, -1.07], [-1.19, -1.96, 0.52]],
  "lumo_ev": 0.092,
  "multiplicity": 1
}


Model 2:
{
  "formula": "C2H9NS2",
  "method": "ωB97M-V/def2-TZVPD",
  "elements": ["S", "S", "H", "H", "C", "N", "C", "H", "H", "H", "H", "H", "H", "H"],
  "coordinates": [[2.73, 1.36, -0.51], [1.12, 2.48, -1.08], [2.08, 0.24, -0.08], [0.83, 2.87, 0.21], [-0.30, -1.10, 1.28], [-1.18, -0.35, 0.44], [-1.07, -0.51, -1.05], [-0.35, -0.75, 2.27], [-0.62, -2.14, 1.25], [0.77, -1.09, 0.97], [-0.98, 0.60, 0.69], [0.02, -0.35, -1.48], [-1.64, 0.22, -1.60], [-1.41, -1.48, -1.31]],
  "lumo_ev": 0.339,
  "multiplicity": 1
}


Most stable to least stable, the ends of the list are model 1 and model 2.